{"formula": "C26H19F5N5NdO5", "method": "ωB97M-V/def2-TZVPD", "e_above_lowest_ev": 0.659, "molar_mass_g_mol": 720.70, "orbital_gap_ev": [6.48, 6.52], "multiplicity": 4, "lumo_energy_ha": [-0.04539, -0.04482], "symbols": ["Nd", "C", "C", "C", "C", "C", "C", "N", "C", "C", "C", "C", "C", "C", "N", "N", "C", "C", "C", "C", "C", "N", "H", "H", "H", "H", "H", "H", "H", "H", "H", "H", "H", "H", "H", "O", "C", "C", "C", "C", "C", "C", "C", "O", "N", "O", "O", "H", "H", "H", "H", "F", "C", "F", "C", "F", "F", "F", "O", "H", "H"], "xyz": [[-0.26, -0.77, -1.10], [2.77, -1.82, 4.09], [3.17, -1.40, 2.83], [2.23, -0.97, 1.90], [0.89, -0.92, 2.24], [0.49, -1.34, 3.51], [1.43, -1.80, 4.42], [-0.08, -0.48, 1.33], [-0.86, 0.54, 1.69], [-0.48, 1.47, 2.72], [-1.20, 2.58, 2.98], [-2.41, 2.85, 2.29], [-2.85, 1.98, 1.35], [-2.13, 0.79, 1.04], [-2.79, -0.07, 0.25], [-2.26, -1.22, -0.04], [-3.05, -2.06, -0.83], [-4.29, -1.71, -1.37], [-4.87, -2.59, -2.27], [-4.24, -3.79, -2.56], [-3.04, -4.07, -1.92], [-2.45, -3.23, -1.08], [3.51, -2.16, 4.81], [4.23, -1.40, 2.57], [2.56, -0.66, 0.92], [-0.56, -1.31, 3.77], [1.10, -2.13, 5.40], [0.46, 1.29, 3.23], [-0.85, 3.28, 3.73], [-2.97, 3.75, 2.52], [-3.77, 2.14, 0.81], [-4.74, -0.76, -1.11], [-5.82, -2.34, -2.73], [-4.65, -4.49, -3.28], [-2.51, -5.01, -2.10], [1.95, -0.76, -1.54], [2.76, 0.17, -1.54], [2.53, 1.51, -1.12], [3.65, 2.35, -0.97], [3.51, 3.62, -0.49], [2.24, 4.13, -0.14], [1.14, 3.35, -0.32], [1.22, 2.03, -0.83], [0.16, 1.36, -1.04], [4.67, 4.47, -0.35], [4.50, 5.59, 0.08], [5.75, 3.99, -0.66], [3.79, -0.06, -1.86], [4.64, 1.97, -1.20], [2.17, 5.14, 0.25], [0.15, 3.73, -0.08], [-0.62, -2.11, -2.83], [-1.46, -1.27, -3.67], [-1.85, -0.27, -2.67], [-0.39, -0.50, -4.43], [0.40, -1.29, -5.16], [0.46, 0.18, -3.55], [-0.89, 0.43, -5.24], [0.14, -3.05, -0.42], [0.49, -3.55, 0.32], [-0.80, -3.35, -0.57]], "lowdin_spin": [3.019, 0.000, 0.000, 0.000, 0.000, 0.000, 0.000, -0.007, -0.001, -0.001, 0.000, -0.001, 0.000, -0.001, 0.001, -0.002, 0.000, 0.001, 0.000, 0.001, 0.000, 0.001, 0.000, 0.000, 0.000, 0.000, 0.000, 0.000, 0.000, 0.000, 0.000, 0.000, 0.000, 0.000, 0.000, -0.004, 0.002, 0.000, 0.000, 0.000, 0.000, 0.000, 0.000, -0.005, 0.000, 0.000, 0.000, 0.000, 0.000, 0.000, 0.000, -0.002, 0.000, -0.001, 0.000, 0.000, 0.001, 0.000, -0.002, 0.000, 0.000]}


{"formula": "C26H19N3OS2Tc", "method": "ωB97M-V/def2-TZVPD", "molar_mass_g_mol": 551.59, "charge": 4, "orbital_gap_ev": [3.16, 2.45], "multiplicity": 2, "lumo_energy_ha": [-0.54737, -0.55383], "symbols": ["Tc", "S", "C", "C", "C", "C", "C", "C", "N", "C", "C", "C", "C", "C", "C", "C", "C", "N", "C", "C", "C", "C", "C", "S", "C", "H", "H", "H", "H", "H", "H", "H", "H", "H", "H", "H", "H", "O", "C", "C", "C", "C", "C", "C", "N", "H", "H", "H", "H", "H", "H", "H"], "xyz": [[0.25, -1.09, 0.67], [-0.59, -3.40, -4.59], [-0.81, -3.62, -6.23], [-0.70, -2.43, -6.96], [-0.44, -1.32, -6.15], [-0.33, -1.64, -4.81], [-0.06, -0.77, -3.70], [0.05, -1.28, -2.38], [0.28, -0.52, -1.32], [0.44, 0.82, -1.51], [0.35, 1.43, -2.78], [0.50, 2.85, -2.87], [0.71, 3.60, -1.76], [0.80, 3.01, -0.46], [0.97, 3.72, 0.72], [1.02, 3.05, 1.95], [0.87, 1.63, 1.93], [0.69, 0.94, 0.83], [0.66, 1.60, -0.36], [1.19, 3.76, 3.18], [1.20, 3.28, 4.48], [1.42, 4.29, 5.43], [1.57, 5.56, 4.85], [1.45, 5.54, 3.19], [0.09, 0.61, -3.88], [-1.01, -4.60, -6.63], [-0.80, -2.40, -8.03], [-0.33, -0.33, -6.57], [-0.05, -2.34, -2.20], [0.43, 3.32, -3.84], [0.81, 4.68, -1.83], [1.04, 4.80, 0.67], [0.92, 1.08, 2.86], [1.06, 2.25, 4.77], [1.47, 4.12, 6.49], [1.74, 6.47, 5.39], [-0.02, 1.06, -4.86], [-1.89, -0.89, 0.99], [-2.49, -1.91, 1.80], [-1.45, -2.87, 2.27], [-1.79, -3.95, 3.08], [-0.79, -4.83, 3.49], [0.52, -4.61, 3.09], [0.78, -3.52, 2.28], [-0.17, -2.67, 1.88], [-2.57, -0.28, 0.68], [-3.26, -2.44, 1.22], [-2.98, -1.43, 2.67], [-2.81, -4.09, 3.38], [-1.04, -5.67, 4.12], [1.32, -5.27, 3.39], [1.79, -3.30, 1.94]], "lowdin_spin": [-0.029, 0.016, 0.080, 0.027, 0.021, 0.045, 0.009, 0.045, 0.012, -0.012, -0.002, -0.019, 0.010, -0.017, 0.038, 0.018, 0.072, -0.001, 0.020, 0.226, 0.024, 0.157, 0.245, 0.045, -0.045, 0.003, 0.000, 0.000, 0.001, -0.001, 0.001, 0.001, 0.002, -0.003, 0.004, 0.007, -0.002, 0.000, 0.000, 0.000, 0.000, 0.000, 0.000, -0.001, 0.000, 0.000, 0.000, 0.000, 0.000, 0.000, 0.000, 0.000]}


{"formula": "C26H20AlF6NO5S2SiTe", "method": "ωB97M-V/def2-TZVPD", "molar_mass_g_mol": 787.24, "orbital_gap_ev": 8.95, "lumo_energy_ha": 0.01183, "symbols": ["Al", "F", "C", "F", "F", "S", "O", "O", "N", "S", "O", "O", "C", "F", "F", "F", "Te", "C", "C", "C", "C", "C", "C", "H", "H", "H", "H", "H", "O", "Si", "C", "C", "C", "C", "C", "C", "C", "C", "C", "C", "C", "C", "C", "C", "C", "C", "C", "C", "H", "H", "H", "H", "H", "H", "H", "H", "H", "H", "H", "H", "H", "H", "H"], "xyz": [[-0.48, 1.04, -1.24], [2.25, 4.76, -3.77], [1.50, 3.70, -3.46], [1.59, 2.76, -4.39], [0.23, 4.11, -3.29], [1.95, 2.91, -1.81], [1.19, 1.61, -1.89], [3.34, 2.79, -1.67], [1.30, 3.84, -0.80], [0.20, 3.60, 0.29], [-0.41, 4.74, 0.82], [-0.70, 2.46, -0.08], [1.26, 2.95, 1.71], [1.99, 1.89, 1.35], [0.47, 2.63, 2.68], [2.05, 3.92, 2.14], [-2.39, 0.89, -2.83], [-3.23, 2.67, -1.93], [-3.90, 2.54, -0.72], [-4.46, 3.64, -0.10], [-4.34, 4.88, -0.65], [-3.63, 5.04, -1.86], [-3.07, 3.93, -2.48], [-3.95, 1.59, -0.23], [-5.06, 3.57, 0.81], [-4.83, 5.67, -0.13], [-3.51, 6.09, -2.22], [-2.53, 4.01, -3.46], [0.00, -0.34, -0.34], [0.40, -1.73, 0.32], [2.17, -1.93, 0.84], [2.53, -1.24, 2.00], [3.87, -1.26, 2.45], [4.87, -1.85, 1.65], [4.51, -2.45, 0.43], [3.18, -2.53, 0.09], [-0.60, -1.88, 1.85], [-1.73, -1.07, 2.09], [-2.44, -1.17, 3.24], [-2.24, -2.21, 4.12], [-1.18, -3.09, 3.83], [-0.36, -2.93, 2.75], [0.16, -3.11, -0.88], [0.74, -3.05, -2.10], [0.80, -4.17, -2.95], [0.25, -5.36, -2.56], [-0.30, -5.43, -1.28], [-0.35, -4.34, -0.49], [1.80, -0.81, 2.63], [4.08, -0.81, 3.43], [5.87, -1.78, 2.00], [5.31, -2.82, -0.20], [2.91, -3.03, -0.88], [-2.00, -0.29, 1.42], [-3.27, -0.53, 3.35], [-2.79, -2.28, 5.03], [-0.93, -3.92, 4.58], [0.59, -3.55, 2.68], [1.25, -2.15, -2.47], [1.29, -4.05, -3.89], [0.17, -6.23, -3.16], [-0.63, -6.42, -0.86], [-0.77, -4.43, 0.49]], "nbo_charge": [1.730, -0.291, 0.762, -0.289, -0.302, 2.277, -1.034, -0.846, -1.233, 2.278, -0.839, -1.027, 0.756, -0.302, -0.287, -0.294, -0.048, -0.203, -0.252, -0.204, -0.211, -0.193, -0.273, 0.218, 0.216, 0.216, 0.222, 0.226, -1.378, 1.976, -0.546, -0.183, -0.218, -0.202, -0.230, -0.121, -0.541, -0.185, -0.211, -0.202, -0.239, -0.135, -0.510, -0.192, -0.220, -0.199, -0.211, -0.184, 0.208, 0.211, 0.211, 0.213, 0.209, 0.206, 0.206, 0.215, 0.211, 0.217, 0.205, 0.210, 0.212, 0.211, 0.211]}


{"formula": "C26H20BF13HfN5O3", "method": "ωB97M-V/def2-TZVPD", "e_above_lowest_ev": 0.000, "molar_mass_g_mol": 886.75, "charge": 1, "orbital_gap_ev": 5.43, "lumo_energy_ha": -0.16251, "symbols": ["Hf", "O", "C", "O", "C", "C", "C", "N", "C", "C", "C", "C", "C", "C", "C", "N", "C", "C", "C", "C", "C", "N", "H", "H", "H", "H", "H", "H", "H", "H", "H", "H", "N", "C", "N", "C", "C", "C", "C", "C", "H", "H", "H", "H", "H", "H", "H", "H", "H", "H", "F", "C", "F", "F", "C", "O", "C", "F", "F", "F", "C", "F", "F", "F", "F", "B", "F", "F", "F"], "xyz": [[12.91, 12.14, 8.52], [20.13, 10.99, 7.48], [19.40, 10.69, 8.44], [19.71, 10.04, 9.47], [17.89, 10.98, 8.37], [16.98, 10.02, 8.86], [15.63, 10.28, 8.77], [15.07, 11.38, 8.18], [15.97, 12.35, 7.83], [17.34, 12.11, 7.80], [15.43, 13.70, 7.59], [16.37, 14.71, 7.25], [15.91, 16.04, 7.23], [14.57, 16.29, 7.56], [13.83, 15.27, 8.14], [14.19, 13.98, 8.08], [14.65, 9.39, 9.40], [14.83, 8.03, 9.68], [13.77, 7.21, 9.87], [12.52, 7.82, 9.95], [12.43, 9.19, 9.70], [13.46, 10.01, 9.57], [17.34, 9.07, 9.31], [18.04, 12.86, 7.47], [17.31, 14.40, 6.84], [16.57, 16.82, 6.98], [14.17, 17.27, 7.53], [12.95, 15.44, 8.72], [15.85, 7.58, 9.55], [13.90, 6.14, 9.92], [11.61, 7.29, 10.12], [11.45, 9.69, 9.72], [11.41, 13.48, 8.21], [10.27, 13.69, 8.42], [9.06, 13.77, 8.79], [8.56, 13.80, 10.16], [7.84, 15.14, 10.35], [6.69, 15.39, 9.32], [7.28, 15.21, 7.91], [7.97, 13.88, 7.79], [9.38, 13.77, 10.88], [7.89, 12.95, 10.33], [8.53, 16.02, 10.32], [7.38, 15.17, 11.35], [6.33, 16.44, 9.41], [5.79, 14.72, 9.41], [8.03, 16.03, 7.75], [6.59, 15.38, 7.10], [8.39, 13.76, 6.77], [7.32, 13.08, 8.06], [11.53, 12.83, 5.36], [10.80, 11.70, 5.26], [9.64, 11.91, 5.94], [10.51, 11.46, 3.99], [11.58, 10.52, 5.99], [12.16, 11.05, 7.19], [12.75, 9.94, 5.17], [13.43, 9.08, 5.94], [13.58, 10.94, 4.81], [12.28, 9.29, 4.02], [10.56, 9.43, 6.41], [11.21, 8.27, 6.63], [9.67, 9.22, 5.37], [9.89, 9.80, 7.50], [11.63, 11.94, 10.29], [12.50, 12.46, 11.38], [13.62, 12.81, 10.50], [11.95, 13.55, 11.88], [12.67, 11.43, 12.28]], "nbo_charge": [2.507, -0.678, 0.695, -0.697, 0.043, -0.123, 0.157, -0.608, 0.185, -0.214, 0.213, -0.193, -0.084, -0.235, 0.096, -0.602, 0.216, -0.212, -0.117, -0.221, 0.068, -0.538, 0.262, 0.246, 0.251, 0.244, 0.244, 0.221, 0.251, 0.247, 0.239, 0.212, -0.720, 0.769, -0.425, -0.221, -0.420, -0.407, -0.422, -0.206, 0.248, 0.227, 0.220, 0.243, 0.236, 0.217, 0.206, 0.244, 0.237, 0.215, -0.301, 0.981, -0.327, -0.275, 0.024, -0.862, 0.983, -0.287, -0.300, -0.305, 0.975, -0.291, -0.312, -0.294, -0.557, 1.376, -0.534, -0.505, -0.504]}